18
Properties=species:S:1:pos:R:3 method="wB97M-V/def2-TZVPD" smiles="N=C=O.C=C.CC" relative_energy_ev=1.833 homo_energy_ev=-10.084 spin_multiplicity=1
C -0.806 -1.740 0.458
C -1.935 -1.233 1.344
H -1.962 -1.781 2.285
H -1.800 -0.175 1.563
H -0.789 -1.201 -0.488
H -0.930 -2.801 0.247
H 0.155 -1.597 0.948
H -2.898 -1.363 0.851
C 2.122 -0.134 -0.703
N 1.865 -0.234 -1.875
C 0.987 2.403 -0.776
C -0.058 2.026 -0.063
O 2.547 0.021 0.364
H 0.975 2.309 -1.871
H 1.657 -1.009 -2.457
H 1.891 2.775 -0.319
H -0.979 1.708 -0.527
H -0.041 2.025 1.017